(1)
The ion C5H10N with charge +1. Source: OMol25; level of theory: ωB97M-V/def2-TZVPD.

Each line ends with the natural charge from an NBO analysis.
CARTESIAN COORDINATES (ANGSTROEM)
C1 1.2277 -0.6776 -1.8382  -0.64
C2 0.4681 -0.3909 -0.4992  0.11
C3 0.0584 -1.2078 0.4690  -0.29
C4 -0.5781 -0.4226 1.6356  -0.23
N1 -1.0294 0.8146 0.9552  -0.50
C5 -0.2280 1.1338 -0.1808  -0.30
H1 1.8384 -1.5058 -1.7332  0.24
H2 1.8201 0.2182 -2.3062  0.24
H3 0.5374 -1.0086 -2.4968  0.24
H4 0.6460 -2.1880 0.5403  0.27
H5 -1.5252 -0.8598 2.0838  0.24
H6 0.1043 0.0153 2.3461  0.23
H7 -1.9750 0.7084 0.6388  0.43
H8 -1.2852 1.6192 1.5712  0.45
H9 0.7249 1.7280 0.0385  0.25
H10 -0.7674 1.6903 -0.9932  0.26

Highest occupied orbital energy: -14.226 eV
Structure (SMILES): CC1=CC[NH2+]C1
Net charge: +1
Total energy: -6828.5711 eV
Energy above the lowest of the compared OMol25 structures with the same formula, charge and spin: 1.631 eV

=====

(2)
The ion C5H10N with charge +1. Source: OMol25; level of theory: ωB97M-V/def2-TZVPD.

Each line ends with the natural charge from an NBO analysis.
CARTESIAN COORDINATES (ANGSTROEM)
C1 -1.7482 -0.7606 0.6260  -0.35
C2 -1.7718 0.5252 0.2781  -0.18
C3 -0.4283 1.0390 -0.3348  -0.52
C4 0.7507 0.0241 -0.3875  0.56
C5 1.2999 -0.3661 0.9773  -0.71
N1 1.2789 -0.2814 -1.5379  -0.64
H1 -0.8116 -1.3556 0.6747  0.17
H2 -2.6035 -1.3961 0.7459  0.23
H3 -2.6879 0.9558 -0.0033  0.24
H4 0.0180 1.7477 0.3080  0.24
H5 -0.6703 1.5676 -1.3148  0.25
H6 0.3823 -0.3758 1.6256  0.29
H7 1.8504 0.5465 1.2033  0.28
H8 2.0023 -1.2191 0.9662  0.26
H9 1.1748 0.2923 -2.3727  0.45
H10 1.9643 -0.9434 -1.4540  0.42

Highest occupied orbital energy: -14.157 eV
Structure (SMILES): C=CCC(C)=[NH2+]
Net charge: +1
Total energy: -6828.8081 eV
Energy above the lowest of the compared OMol25 structures with the same formula, charge and spin: 1.394 eV

=====

(3)
The ion C5H10N with charge +1. Source: OMol25; level of theory: ωB97M-V/def2-TZVPD.

Each line ends with the natural charge from an NBO analysis.
CARTESIAN COORDINATES (ANGSTROEM)
C1 -0.8914 0.8603 -1.7019  0.11
N1 -1.0832 -0.1967 -1.0050  -0.40
C2 -0.5494 -0.4740 0.3025  0.12
C3 -0.9991 -1.5936 0.8529  -0.29
C4 0.4049 0.4982 0.9225  -0.46
C5 1.8297 0.4380 0.3943  -0.60
H1 -1.0153 0.8032 -2.7766  0.24
H2 -0.6229 1.7822 -1.1924  0.23
H3 -1.5066 -0.9850 -1.4959  0.44
H4 -0.6975 -1.9957 1.8080  0.25
H5 -1.7869 -2.1477 0.3458  0.21
H6 -0.0288 1.4992 0.9182  0.23
H7 0.3757 0.2466 1.9855  0.25
H8 2.2510 -0.5656 0.3902  0.23
H9 2.5015 1.1062 0.9173  0.25
H10 1.8184 0.7243 -0.6654  0.19

Highest occupied orbital energy: -14.723 eV
Structure (SMILES): C=[NH+]C(=C)CC
Net charge: +1
Total energy: -6829.1908 eV
Energy above the lowest of the compared OMol25 structures with the same formula, charge and spin: 1.011 eV

=====

(4)
The ion C5H10N with charge +1. Source: OMol25; level of theory: ωB97M-V/def2-TZVPD.

Each line ends with the natural charge from an NBO analysis.
CARTESIAN COORDINATES (ANGSTROEM)
C1 1.4498 1.3741 0.6210  -0.72
C2 0.7353 0.3523 -0.1569  0.19
C3 1.0266 -0.6965 -1.0719  -0.17
C4 -0.3980 -1.0391 -1.2332  -0.22
N1 -0.7742 0.1050 -0.2806  -0.37
C5 -1.4321 -0.2959 0.9403  -0.46
H1 2.0572 2.0205 0.0229  0.27
H2 2.0387 0.7687 1.3629  0.27
H3 0.8663 2.1320 1.2227  0.26
H4 1.8731 -1.2643 -1.4786  0.27
H5 -0.7072 -0.9250 -2.3705  0.25
H6 -0.5775 -1.9827 -0.8027  0.23
H7 -1.2310 0.8549 -0.7282  0.44
H8 -1.0789 -0.0009 1.9285  0.26
H9 -2.4528 0.0708 0.9901  0.25
H10 -1.3954 -1.4738 1.0342  0.24

Highest occupied orbital energy: -14.251 eV
Structure (SMILES): CC1=CC[N@H+]1C
Net charge: +1
Total energy: -6827.9655 eV
Energy above the lowest of the compared OMol25 structures with the same formula, charge and spin: 2.236 eV

=====

(5)
The ion C5H10N with charge +1. Source: OMol25; level of theory: ωB97M-V/def2-TZVPD.

Each line ends with the natural charge from an NBO analysis.
CARTESIAN COORDINATES (ANGSTROEM)
C1 -2.9134 0.0175 0.1049  -0.67
C2 -1.8061 0.1082 -0.8539  -0.10
C3 -0.3234 0.0830 -0.4514  0.42
N1 1.1510 -0.0310 -0.1343  -0.29
C4 1.8289 -1.2513 0.1401  -0.41
C5 1.7792 1.1626 0.2690  -0.45
H1 -2.7696 0.7572 0.8086  0.26
H2 -2.7476 -0.9609 0.6385  0.26
H3 -3.8300 0.0261 -0.3645  0.26
H4 -1.9950 0.1499 -1.9185  0.27
H5 2.5652 -1.2539 -0.5642  0.24
H6 2.0150 -1.2797 1.1667  0.23
H7 1.1153 -2.1167 -0.0620  0.24
H8 1.0025 1.8716 0.6476  0.24
H9 2.5680 0.9757 1.0523  0.24
H10 2.3602 1.7419 -0.4789  0.25

Highest occupied orbital energy (alpha / beta): -14.655 / -14.656 eV
Structure (SMILES): CC=C=[N+](C)C
Net charge: +1
Total energy: -6825.2654 eV
Energy above the lowest of the compared OMol25 structures with the same formula, charge and spin: 4.937 eV

=====

(6)
A cluster of 2 separate species, C5H10N in total. Source: OMol25; level of theory: ωB97M-V/def2-TZVPD.

Each line ends with the natural charge from an NBO analysis.
CARTESIAN COORDINATES (ANGSTROEM)
C1 -2.0599 0.0091 -1.1098  -0.48
C2 -2.9269 -0.6052 0.0187  -0.44
C3 -0.2528 -0.7757 0.5887  -0.46
C4 2.7267 1.3106 -0.0306  0.22
C5 -1.4066 -0.5839 -0.0025  0.05
N1 3.2922 0.2013 0.3475  -0.58
H1 -2.2326 -0.3589 -2.1273  0.25
H2 -2.2346 1.1189 -1.0877  0.24
H3 -3.4414 0.0967 0.8081  0.23
H4 -3.5522 -1.5065 -0.0774  0.25
H5 0.6532 -0.6682 0.0224  0.14
H6 -0.3280 -1.3438 1.5233  0.23
H7 3.0021 2.2345 0.4442  0.23
H8 1.9828 1.3150 -0.6620  0.21
H9 3.8962 0.2585 1.2063  0.46
H10 2.8817 -0.7024 0.1381  0.45

Highest occupied orbital energy: -13.040 eV
Net charge: +1
Total energy: -6826.4061 eV
Energy above the lowest of the compared OMol25 structures with the same formula, charge and spin: 3.796 eV

=====

(7)
The ion C5H10N2 with charge -1. Source: OMol25; level of theory: ωB97M-V/def2-TZVPD.

Each line ends with the natural charge from an NBO analysis.
CARTESIAN COORDINATES (ANGSTROEM)
C1 -0.9562 -1.0593 1.9488  -0.20
C2 -0.7562 0.4044 1.5149  -0.44
C3 -0.6214 0.5914 -0.0459  -0.39
C4 0.6300 0.5321 -0.7005  -0.10
N1 0.5989 0.5200 -2.1606  -0.58
C5 0.9024 1.6183 -2.6845  -0.35
N2 0.1119 -2.1160 1.4551  -0.90
H1 -0.7995 -1.0887 3.0317  0.15
H2 -1.9823 -1.4799 1.6949  0.17
H3 0.1713 0.5539 1.9831  0.19
H4 -1.6105 1.0591 1.9328  0.20
H5 -1.4456 0.4214 -0.7921  0.20
H6 1.4860 -0.0218 -0.1955  0.14
H7 0.9336 1.6835 -3.8336  0.10
H8 1.6545 2.1752 -2.1915  0.08
H9 0.4165 -2.9336 1.9408  0.35
H10 1.0085 -1.7189 1.1707  0.35

Highest occupied orbital energy (alpha / beta): 0.716 / -3.112 eV
⟨S²⟩: 0.755
Net charge: -1
Total energy: -8322.6716 eV
Energy above the lowest of the compared OMol25 structures with the same formula, charge and spin: 2.958 eV
2S+1: 2

=====

(8)
An isolated molecule of C5H10N2. Source: OMol25; level of theory: ωB97M-V/def2-TZVPD.

Each line ends with the natural charge from an NBO analysis.
CARTESIAN COORDINATES (ANGSTROEM)
C1 -0.1086 -0.5371 2.4934  0.00
N1 -0.0622 -1.1412 1.3697  -0.45
C2 0.4018 -0.5937 0.1790  0.18
C3 1.6736 -0.0897 0.1577  -0.46
C4 -0.3698 -0.6055 -1.1272  -0.47
C5 -1.1775 0.6826 -1.3888  -0.21
N2 -0.3036 1.8633 -1.2674  -0.86
H1 0.6527 -0.0433 3.1252  0.16
H2 -1.0130 -0.8765 3.0555  0.16
H3 2.1407 -0.0186 -0.8236  0.20
H4 2.3776 -0.2780 0.9788  0.19
H5 0.1427 -1.0477 -1.9876  0.23
H6 -1.0082 -1.4920 -0.8341  0.23
H7 -1.4936 0.6195 -2.4438  0.20
H8 -2.0071 0.8523 -0.7017  0.19
H9 0.5396 1.8140 -0.7096  0.38
H10 -0.0659 2.2082 -2.1847  0.35

Highest occupied orbital energy: -8.877 eV
Structure (SMILES): C=NC(=C)CCN
Net charge: 0
Total energy: -8324.0000 eV
Energy above the lowest of the compared OMol25 structures with the same formula, charge and spin: 3.333 eV

=====

Record-wise maximum force values, in eV Å⁻¹: 5.3; 3.9; 1.2; 4.8; 10.3; 5.9; 6.1; 5.4